Computed, not measured: a cluster of 21 separate species, C93H223N5O21 in total, with ωB97M-V/def2-TZVPD.

Atoms and positions in Å:
C1 15.20250 -30.33014 5.45126
C2 14.53117 -29.82388 4.11254
C3 13.43903 -28.69580 4.22262
C4 14.10293 -27.24969 4.29945
C5 15.10598 -27.05075 3.20414
C6 16.15553 -28.15615 3.02524
N1 15.49876 -29.49150 3.05516
O1 16.35100 -30.60146 2.76096
C7 16.70924 -27.99215 1.64705
C8 17.21484 -28.00872 4.11269
C9 13.68122 -31.08739 3.64521
H1 16.13926 -30.88310 5.38195
H2 14.56131 -30.85143 6.16206
H3 15.37013 -29.45972 6.08559
H4 12.76612 -28.68105 3.36526
H5 12.79777 -28.87342 5.08596
H6 14.45235 -26.98144 5.29647
H7 13.29121 -26.53444 4.16672
H8 15.66274 -26.14743 3.45340
H9 14.66633 -26.79136 2.24105
H10 17.58810 -28.62680 1.53339
H11 16.02462 -28.36155 0.88355
H12 16.98093 -26.95987 1.42638
H13 16.82989 -27.95901 5.13124
H14 17.79594 -28.93079 4.09762
H15 17.89322 -27.19266 3.86379
H16 12.75795 -31.30683 4.18143
H17 14.24871 -32.01442 3.56368
H18 13.30130 -30.95879 2.63169
H19 16.18512 -30.88549 1.85907
C10 15.07607 -15.34030 1.04259
C11 14.54061 -16.57942 0.29430
C12 13.06691 -16.88736 0.74676
C13 12.20600 -17.76184 -0.21594
C14 12.40184 -17.29056 -1.69747
C15 13.78167 -17.08623 -2.17645
N2 14.44431 -16.21476 -1.18389
O2 15.64933 -15.80978 -1.68762
C16 14.40870 -18.47744 -2.42313
C17 13.64013 -16.30176 -3.51475
C18 15.46087 -17.77859 0.64481
H20 15.03812 -15.48886 2.12176
H21 14.67656 -14.39774 0.66834
H22 16.08960 -15.14173 0.69416
H23 12.92160 -17.22991 1.77128
H24 12.52991 -15.93897 0.72924
H25 11.12526 -17.73506 -0.07665
H26 12.52571 -18.80381 -0.20263
H27 11.77511 -16.44474 -1.98013
H28 11.93430 -18.08543 -2.27857
H29 15.46414 -18.29999 -2.62969
H30 14.30772 -19.07272 -1.51564
H31 13.89941 -18.99976 -3.23302
H32 13.07952 -15.36706 -3.50199
H33 14.58435 -16.03205 -3.98784
H34 13.08574 -16.95709 -4.18653
H35 15.74238 -17.85550 1.69502
H36 16.35473 -17.70270 0.02567
H37 14.97071 -18.72182 0.40361
H38 15.44012 -14.90264 -1.92198
C19 19.99534 -21.60204 8.61032
C20 21.15321 -20.98189 9.40278
C21 22.34091 -20.76508 8.31800
C22 22.06613 -19.47085 7.47993
C23 21.98997 -18.25914 8.39310
C24 20.86893 -18.38443 9.58327
N3 20.86800 -19.75782 10.21291
O3 19.95829 -19.93443 11.26731
C25 21.11208 -17.34986 10.69072
C26 19.53946 -18.09000 8.85242
C27 21.63090 -22.04942 10.37029
H39 19.39395 -20.91506 8.01492
H40 19.25084 -22.01275 9.29234
H41 20.37281 -22.44133 8.02621
H42 23.32451 -20.70260 8.78353
H43 22.40089 -21.56895 7.58431
H44 21.10856 -19.43617 6.96036
H45 22.92786 -19.37315 6.81963
H46 21.77691 -17.39667 7.76156
H47 22.92208 -18.16416 8.95012
H48 21.99450 -17.66971 11.24490
H49 21.16512 -16.34558 10.27033
H50 20.28751 -17.31187 11.40259
H51 19.33012 -18.76727 8.02442
H52 18.74559 -18.30702 9.56712
H53 19.26593 -17.04507 8.70614
H54 21.92034 -22.92993 9.79668
H55 20.81308 -22.40420 10.99752
H56 22.49009 -21.73533 10.96294
H57 20.57317 -19.98879 12.00255
C28 17.96327 -30.83108 13.84798
C29 17.96307 -30.45264 12.35263
C30 18.03378 -31.76467 11.54766
C31 16.66679 -32.41325 11.34729
C32 15.77670 -31.40355 10.64568
C33 15.65448 -30.00969 11.42738
N4 16.96489 -29.47601 11.93886
O4 17.01732 -28.28167 12.72424
C34 15.21330 -28.97076 10.34759
C35 14.56885 -30.03574 12.57569
C36 19.31310 -29.71359 12.04550
H58 17.81203 -29.92382 14.43288
H59 18.79472 -31.46591 14.15422
H60 17.12650 -31.48926 14.08189
H61 18.65408 -31.67345 10.65602
H62 18.63843 -32.39827 12.19653
H63 16.29068 -32.59564 12.35396
H64 16.69153 -33.31793 10.73977
H65 14.78212 -31.84651 10.59375
H66 16.22488 -31.23369 9.66672
H67 14.99112 -28.04368 10.87605
H68 16.02037 -28.77057 9.64284
H69 14.26360 -29.30845 9.93272
H70 14.10582 -29.06618 12.75919
H71 13.76583 -30.73843 12.35325
H72 15.11250 -30.36995 13.45935
H73 19.32260 -29.48986 10.97875
H74 20.16912 -30.33655 12.30482
H75 19.48493 -28.74699 12.51908
H76 17.31428 -27.57795 12.14269
C37 17.63969 -22.76318 5.33293
C38 16.50377 -23.17961 6.27163
C39 16.48834 -22.24144 7.50001
C40 15.83894 -20.90586 7.37727
C41 14.44154 -21.02568 6.70167
C42 14.58290 -21.81738 5.33889
N5 15.18456 -23.12995 5.60597
O5 15.03734 -23.96529 4.53913
C43 13.09390 -22.05021 4.87781
C44 15.19876 -20.95626 4.24505
C45 16.77907 -24.65670 6.78021
H77 18.61085 -22.89375 5.81034
H78 17.57688 -21.69247 5.13866
H79 17.65314 -23.23731 4.35155
H80 16.07500 -22.75124 8.37026
H81 17.50907 -22.01485 7.80801
H82 16.49537 -20.18122 6.89552
H83 15.68100 -20.48420 8.36993
H84 14.02796 -20.02990 6.54212
H85 13.64124 -21.55620 7.21760
H86 12.54242 -21.11002 4.87457
H87 13.04797 -22.52528 3.89786
H88 12.59523 -22.73408 5.56466
H89 15.55411 -21.59046 3.43288
H90 14.55438 -20.16557 3.86075
H91 16.08216 -20.38458 4.52945
H92 17.48813 -24.66754 7.60800
H93 17.12629 -25.29810 5.97019
H94 15.83481 -24.96269 7.23057
H95 14.35512 -24.53705 4.89864
C46 10.48685 -21.57787 7.44389
C47 9.08434 -21.70527 8.01373
C48 9.10404 -22.22281 9.44486
O6 8.75975 -20.36244 8.15121
H96 11.12846 -21.10856 8.18966
H97 10.69177 -21.05513 6.50962
H98 10.87801 -22.58522 7.30125
H99 8.46358 -22.20401 7.26942
H100 8.24667 -21.99730 10.07902
H101 9.97710 -21.70809 9.84605
H102 9.35918 -23.28241 9.46106
H103 7.80019 -20.38146 8.17385
C49 9.57540 -23.75762 4.80937
C50 9.07734 -24.92472 3.91710
C51 9.90035 -26.24956 3.88251
O7 7.82323 -25.20331 4.61594
H104 9.71063 -24.11369 5.83065
H105 8.94544 -22.87109 4.73641
H106 10.50468 -23.39389 4.37092
H107 8.96593 -24.53108 2.90680
H108 10.96982 -26.08117 3.75613
H109 9.48239 -26.89599 3.11081
H110 9.89956 -26.73463 4.85863
H111 7.99672 -25.67837 5.43190
C52 13.22713 -18.22049 9.53968
C53 11.95829 -17.59621 8.94892
C54 10.72501 -18.12461 9.67601
O8 11.98410 -16.22249 9.18321
H112 13.42463 -19.26411 9.29482
H113 13.19153 -18.08297 10.62039
H114 13.99865 -17.60583 9.07594
H115 11.90111 -17.83494 7.88693
H116 9.85073 -17.95774 9.04681
H117 10.60584 -17.63681 10.64345
H118 10.74712 -19.21362 9.71658
H119 12.32800 -16.13783 10.07550
C55 19.90705 -26.10300 -0.24892
C56 20.11954 -24.61838 -0.21378
C57 20.59188 -23.95773 -1.57481
O9 19.04578 -24.01220 0.32135
H120 20.89965 -26.51095 -0.43978
H121 19.13940 -26.22575 -1.01296
H122 19.53620 -26.52540 0.68497
H123 20.94068 -24.51159 0.49504
H124 19.92463 -24.31729 -2.35813
H125 21.62893 -24.19259 -1.81457
H126 20.41717 -22.88406 -1.50545
H127 18.26701 -24.15687 -0.22103
C58 15.01366 -21.65945 11.85721
C59 16.32159 -21.02195 12.27553
C60 16.74600 -21.34159 13.79336
O10 17.31678 -21.56051 11.45184
H128 14.24900 -21.34995 12.56967
H129 15.13773 -22.74227 11.87203
H130 14.55712 -21.43992 10.89208
H131 16.27307 -19.94063 12.14709
H132 16.95612 -22.40997 13.84330
H133 15.86950 -21.09430 14.39229
H134 17.64969 -20.77602 14.02049
H135 18.01402 -20.92251 11.28325
C61 10.04685 -19.61811 4.17170
C62 10.38630 -18.63040 5.24502
C63 11.11460 -17.37450 4.72221
O11 9.23420 -18.26434 5.96575
H136 10.98358 -19.73771 3.62735
H137 9.28733 -19.29943 3.45778
H138 9.70339 -20.58147 4.54862
H139 11.17712 -19.02071 5.88560
H140 11.34094 -16.64635 5.50110
H141 10.51821 -16.87881 3.95624
H142 12.01825 -17.55296 4.13940
H143 9.19679 -18.83886 6.73394
C64 17.68308 -17.60436 5.65585
C65 16.55384 -17.17316 4.71016
C66 15.15068 -17.31384 5.36191
O12 16.79088 -15.80618 4.33244
H144 17.66527 -18.67499 5.85967
H145 17.65935 -17.06337 6.60182
H146 18.67241 -17.39579 5.24864
H147 16.56173 -17.73302 3.77496
H148 15.13969 -16.57886 6.16676
H149 15.10993 -18.25866 5.90389
H150 14.29320 -17.08600 4.72873
H151 17.65677 -15.85712 3.92105
C67 19.36854 -20.40627 3.32904
C68 18.72490 -21.22745 2.27343
C69 18.13112 -20.45324 1.14329
O13 19.91424 -21.87839 1.75401
H152 18.58425 -19.98115 3.95536
H153 20.00825 -19.61718 2.93381
H154 19.91799 -21.04275 4.02265
H155 17.99697 -21.97966 2.57738
H156 18.67539 -19.53627 0.91733
H157 17.07176 -20.28440 1.33656
H158 18.13463 -21.00934 0.20582
H159 19.49825 -22.58254 1.25129
C70 23.22663 -25.23013 8.86965
C71 22.81229 -26.22647 9.92117
C72 22.10734 -27.48314 9.42011
O14 24.04165 -26.72066 10.44790
H160 24.01926 -25.54718 8.19193
H161 23.53956 -24.31471 9.37183
H162 22.34113 -25.04681 8.26104
H163 22.37178 -25.67297 10.75044
H164 22.67913 -28.11362 8.73920
H165 21.14106 -27.22310 8.98795
H166 21.70803 -27.95187 10.31952
H167 23.95726 -27.66358 10.60724
C73 10.29862 -28.56301 0.02754
C74 11.02588 -27.33844 -0.21842
C75 12.34699 -27.34321 0.55253
O15 11.37038 -27.30061 -1.61662
H168 9.92474 -28.69715 1.04258
H169 10.97262 -29.39894 -0.15967
H170 9.50316 -28.55161 -0.71759
H171 10.41399 -26.47045 0.02714
H172 13.03608 -28.10584 0.18971
H173 12.11804 -27.40468 1.61644
H174 12.69365 -26.31867 0.41748
H175 11.22677 -26.40492 -1.93078
C76 15.74809 -16.73755 12.11962
C77 15.12535 -16.74325 13.47180
C78 15.86604 -17.63635 14.48401
O16 15.34543 -15.41574 13.96193
H176 15.22051 -16.11883 11.39372
H177 16.01000 -17.68800 11.65469
H178 16.77150 -16.36240 12.11974
H179 14.08053 -17.03194 13.35734
H180 15.47659 -17.48872 15.49129
H181 16.92395 -17.39118 14.57800
H182 15.66262 -18.65937 14.16754
H183 14.63273 -15.11532 14.53061
C79 15.00295 -22.05218 0.14203
C80 15.90580 -23.24693 0.36473
C81 15.22620 -24.50658 0.87220
O17 16.66418 -23.41892 -0.82777
H184 14.09088 -22.30453 -0.39885
H185 15.47866 -21.22788 -0.38930
H186 14.59599 -21.66630 1.07669
H187 16.66991 -23.00707 1.10412
H188 14.66541 -24.94491 0.04668
H189 14.54880 -24.23889 1.68311
H190 15.91497 -25.28086 1.21010
H191 16.06770 -23.82231 -1.46268
C82 13.15887 -26.08289 7.95368
C83 12.24396 -25.81700 9.15341
C84 12.38476 -24.35997 9.71322
O18 10.91478 -26.01187 8.76697
H192 12.71858 -26.76999 7.23110
H193 14.17200 -26.33223 8.26913
H194 13.30463 -25.20148 7.32921
H195 12.50043 -26.44364 10.00760
H196 13.40724 -24.00277 9.59059
H197 12.19316 -24.33762 10.78602
H198 11.68301 -23.67596 9.23595
H199 10.73947 -26.94369 8.61667
C85 11.48942 -23.67236 1.41640
C86 10.50897 -22.57700 1.04407
C87 11.12222 -21.23560 0.75024
O19 9.96795 -22.94240 -0.20300
H200 11.87617 -23.50517 2.42168
H201 12.28220 -23.79492 0.67846
H202 10.93388 -24.60979 1.44309
H203 9.74742 -22.29625 1.77162
H204 10.43588 -20.54643 0.25823
H205 11.95263 -21.36868 0.05685
H206 11.60558 -20.91932 1.67460
H207 9.03689 -23.02100 0.01731
C88 18.57688 -25.10373 12.08137
C89 17.52875 -25.22122 10.99966
C90 17.87219 -26.24647 9.88309
O20 16.31026 -25.66547 11.47245
H208 18.14155 -24.58002 12.93244
H209 19.39431 -24.49659 11.69241
H210 18.89896 -26.08240 12.43712
H211 17.27862 -24.28008 10.50999
H212 17.09646 -26.34845 9.12418
H213 18.01427 -27.26142 10.25429
H214 18.82849 -26.05402 9.39671
H215 16.22279 -25.10601 12.24766
C91 20.11644 -24.90121 3.74661
C92 20.84703 -24.98808 5.05946
C93 20.63208 -26.21312 5.96704
O21 22.16840 -24.98314 4.78813
H216 20.32430 -25.78403 3.14202
H217 20.34013 -24.00133 3.17367
H218 19.04651 -24.96622 3.94443
H219 20.66439 -24.06158 5.60384
H220 21.46394 -26.31822 6.66351
H221 20.54296 -27.12303 5.37355
H222 19.65991 -26.12772 6.45252
H223 22.36168 -25.84723 4.41717

Force components x, y, z for each atom (eV/Å):
C -0.5 1.9 0.8
C -1.2 -2.6 0.0
C 1.9 1.3 0.6
C -1.7 -1.2 0.1
C 0.6 0.4 0.0
C -0.8 -0.5 0.9
N -1.5 0.2 -0.6
O 0.4 0.7 1.1
C 1.1 -0.5 -0.7
C 0.6 -0.9 -0.3
C 0.3 0.2 -1.2
H -0.2 0.1 -0.6
H -0.5 -0.6 -0.7
H 0.7 0.4 -0.1
H 0.3 -0.4 -0.3
H 0.2 -0.1 0.2
H 0.5 -0.5 0.1
H -0.3 0.2 -0.2
H 0.3 0.1 0.0
H -0.5 -0.5 0.0
H 0.3 0.2 0.0
H -0.4 0.3 0.1
H 0.1 -0.1 0.1
H -0.2 0.4 -0.1
H 0.3 0.0 0.0
H 0.0 0.2 0.3
H 0.3 0.3 0.8
H 0.3 0.1 0.4
H 0.2 0.5 -0.3
H -0.4 0.3 -0.2
C 0.4 0.0 -1.2
C -0.9 -0.4 0.1
C -1.2 0.6 -0.9
C 1.6 0.6 -1.3
C -2.3 -0.9 0.8
C 0.1 0.5 -0.3
N -1.7 -1.0 1.4
O 1.6 0.6 -0.3
C 0.5 0.9 0.4
C 0.4 -0.4 -0.2
C -0.3 0.0 -0.9
H 0.0 0.3 -0.1
H -1.1 -0.1 0.5
H 0.5 -0.7 0.5
H 0.7 -0.2 0.1
H 0.2 0.4 0.1
H 0.1 0.1 0.7
H -0.1 -0.2 0.3
H 0.1 0.4 0.6
H 0.1 -0.2 -0.3
H 0.1 -0.5 -0.2
H 0.1 -0.1 -0.1
H 0.2 0.1 -0.1
H -0.2 0.0 0.7
H 0.2 -0.4 0.1
H 0.1 0.0 -0.2
H -0.1 0.4 0.0
H 0.2 -0.1 0.2
H 0.0 -0.1 -0.1
H 0.5 0.2 -0.2
C -0.8 0.1 0.7
C 0.9 -0.2 -0.8
C -1.8 1.6 0.2
C 0.4 -0.3 1.6
C -0.3 -0.9 2.2
C -0.5 -0.1 -1.8
N 2.2 0.8 -2.3
O -0.2 0.0 -0.5
C -0.3 -0.5 -0.3
C -1.2 -0.5 1.7
C -0.1 -0.6 -0.1
H 0.5 0.1 -0.4
H 0.0 -0.2 0.3
H -0.1 0.1 -0.2
H -0.1 0.2 0.3
H -0.3 -0.5 0.5
H 0.2 -0.8 -0.5
H -0.3 0.2 -0.4
H 0.0 0.3 0.5
H 0.3 0.4 -0.3
H 0.2 0.5 -0.1
H 0.5 0.0 0.0
H -0.2 -0.2 0.0
H 0.2 0.5 -0.3
H -0.3 -0.5 0.3
H 0.8 0.2 -0.8
H 0.2 0.0 -0.1
H 0.0 0.2 0.3
H -0.1 0.1 0.1
H -0.3 -0.1 0.4
C -1.2 0.0 0.0
C 2.3 1.2 0.6
C 0.0 -0.3 0.4
C 0.4 1.0 0.1
C 0.5 0.8 1.6
C -0.8 1.6 -0.3
N 0.0 -1.6 -1.5
O -1.0 -1.5 0.3
C -0.3 -0.3 1.4
C 1.0 -0.6 -0.7
C 0.1 -0.3 -0.1
H 0.4 -0.1 0.3
H 0.5 0.6 -0.1
H -0.5 0.1 -0.1
H -0.5 0.3 -0.4
H 0.1 -0.2 -0.1
H -0.3 -0.5 -0.1
H 0.2 -0.2 0.3
H -0.2 0.4 -0.4
H -0.4 0.2 -0.2
H 0.1 0.2 -0.1
H -0.3 -0.3 -0.3
H 0.1 0.0 -0.6
H 0.3 0.1 0.0
H 0.0 -0.1 0.0
H -0.4 0.0 0.3
H 0.1 -0.2 -0.2
H 0.1 -0.1 -0.1
H -0.4 -0.1 0.5
H -0.2 0.0 -0.5
C 0.1 0.8 0.0
C 0.7 -0.8 -0.3
C 0.6 -0.6 0.5
C -1.9 0.3 0.0
C 1.2 -0.4 -1.3
C -2.1 1.1 0.3
N -0.1 2.1 2.7
O 0.2 -1.1 -1.1
C 0.8 -0.5 0.3
C 1.2 0.2 -0.3
C -0.8 1.5 -0.1
H 0.1 -0.3 0.0
H 0.0 0.1 0.0
H -0.2 -0.3 0.2
H -0.3 -0.3 -0.1
H 0.3 -0.5 -0.2
H -0.2 0.0 -0.5
H 0.1 0.0 0.2
H 0.0 0.1 -0.4
H 0.5 -0.2 0.8
H 0.1 0.0 -0.1
H 0.1 0.3 -0.1
H 0.0 0.0 0.2
H -0.2 0.0 -0.3
H -0.5 -0.3 0.0
H 0.2 -0.1 0.5
H 0.3 0.2 -0.2
H -0.2 -0.1 0.1
H -0.1 -0.5 -0.2
H -0.1 -0.6 -0.5
C 1.1 -1.7 0.4
C 1.5 0.4 -0.2
C 1.1 -1.0 -0.5
O -2.0 1.8 -0.5
H 0.0 0.1 0.1
H -0.9 0.1 0.0
H 0.3 -0.1 0.0
H -0.4 -0.2 0.3
H -0.2 -0.1 -0.4
H -0.1 0.0 0.5
H -0.3 -0.2 0.2
H -0.3 0.8 0.2
C 1.4 -0.4 -1.6
C -0.1 0.0 2.9
C 0.1 1.3 0.3
O -0.8 -0.2 -1.9
H 0.1 0.2 0.0
H -0.5 -0.4 0.2
H 0.6 0.0 0.4
H -0.8 -0.3 0.0
H 0.1 0.2 -0.7
H 0.2 -0.1 0.1
H -0.5 -0.1 0.1
H 0.4 0.0 -0.1
C 0.0 0.7 -0.8
C -0.5 -1.7 1.4
C -0.4 -0.7 -1.3
O 0.4 1.1 -0.7
H -0.3 -0.1 0.0
H 0.3 -0.1 0.1
H 0.6 -0.2 0.4
H 0.0 0.4 -0.1
H -0.2 0.5 0.3
H 0.0 -0.3 0.0
H 0.1 -0.1 0.6
H 0.0 0.4 0.1
C 0.1 0.1 -0.7
C 3.1 -0.4 -0.5
C -1.1 -0.8 1.1
O -1.9 1.4 1.2
H -0.4 -0.7 -0.6
H 0.2 -0.9 -0.3
H 0.0 0.3 0.1
H 0.1 0.6 0.2
H 0.1 -0.1 -0.3
H -0.1 0.0 0.0
H 0.3 0.0 0.1
H -0.6 0.2 -0.4
C -0.6 -0.2 0.8
C 0.6 -0.3 1.0
C -1.3 0.3 -2.2
O 0.5 -0.4 -1.0
H -0.1 -0.3 0.2
H -0.1 -0.1 0.2
H 0.7 0.5 -0.3
H -0.1 0.2 0.1
H 0.0 0.0 0.1
H 0.4 0.1 0.5
H -0.2 0.0 0.2
H 0.3 0.2 0.1
C 0.6 -0.3 -0.7
C 0.8 1.1 -0.2
C -0.8 0.4 -1.0
O 0.1 0.4 0.3
H -0.1 -0.5 -0.4
H 0.0 0.5 0.1
H 0.2 0.0 0.2
H -0.3 -0.7 0.5
H -0.1 -0.2 0.1
H -0.5 0.3 0.2
H 0.3 -0.6 0.4
H -0.3 -0.3 0.3
C -0.1 -0.2 -0.1
C -0.5 0.2 0.2
C 1.4 0.8 0.6
O -0.4 -0.3 0.2
H -0.1 -0.1 0.1
H -0.3 0.0 0.0
H 0.0 0.0 -0.4
H 0.2 -0.5 0.0
H -0.1 0.3 0.1
H -0.3 -0.3 -0.5
H 0.2 -0.4 -0.2
H 0.1 0.5 -0.2
C -1.3 0.5 1.9
C 2.4 -0.2 -1.3
C -0.9 0.4 -0.7
O -0.8 -0.4 0.1
H 0.0 0.6 0.1
H -0.1 -0.2 -0.1
H 0.3 -0.1 -0.2
H 0.1 0.0 0.6
H -0.1 0.2 0.3
H -0.1 0.6 0.1
H 0.1 -0.4 0.1
H 0.6 -0.7 -0.7
C -0.8 0.4 -0.3
C 2.0 -1.1 -0.6
C -2.1 1.4 0.8
O 1.0 -0.1 0.7
H 0.0 -0.3 0.2
H 0.1 0.1 -0.2
H 0.0 0.5 -0.1
H -1.0 -0.3 -0.1
H 0.1 0.1 0.3
H 0.0 0.1 -0.7
H 0.6 -0.9 0.1
H 0.0 0.0 0.2
C -1.1 -1.7 -0.4
C 2.0 0.8 -0.1
C -1.1 1.6 0.2
O -0.4 0.2 0.0
H -0.1 0.3 0.0
H -0.1 -0.2 -0.2
H -0.4 -0.6 0.3
H 0.1 0.2 0.1
H -0.1 0.1 0.1
H 0.3 -0.4 0.2
H 0.9 -0.1 0.0
H 0.1 0.0 -0.1
C 1.4 -0.2 -1.5
C 1.5 0.2 1.1
C -1.0 -0.3 -0.5
O -0.7 0.7 -0.3
H -0.2 -0.1 0.1
H -1.0 -0.6 0.1
H 0.0 0.7 0.6
H -0.2 0.2 0.4
H -0.3 -0.1 -0.1
H 0.0 -0.1 -0.5
H 0.5 -0.3 0.3
H -0.1 -0.2 0.1
C -1.0 0.2 0.5
C 0.6 0.7 0.6
C -0.1 0.2 -0.7
O 0.1 -0.8 -0.3
H 0.0 -0.3 -0.4
H 0.3 -0.2 0.1
H 0.2 0.1 0.3
H 0.0 0.3 0.1
H -0.4 -0.1 0.0
H 0.0 -0.1 0.1
H 0.1 0.4 0.0
H 0.0 -0.1 -0.4
C 0.3 0.7 -0.1
C 0.9 1.2 0.1
C 0.0 -0.8 -0.2
O -1.2 0.3 0.0
H 0.2 -0.7 0.4
H -0.1 -0.5 0.0
H -0.2 0.6 0.2
H 0.1 -0.5 -0.2
H 0.0 0.0 -0.2
H -0.2 -0.1 0.0
H 0.1 -0.1 -0.2
H 0.1 -0.1 0.0
C -0.7 0.0 0.9
C 1.2 1.2 -1.0
C 1.8 -0.2 0.3
O -1.7 -0.8 -0.2
H 0.4 0.0 -0.1
H 0.0 0.3 0.0
H 0.0 -0.1 0.0
H -0.3 -1.0 0.4
H -0.1 0.1 0.6
H 0.1 -0.1 -0.3
H -0.2 0.9 0.0
H -0.3 -0.3 -0.8
C -0.3 0.3 -0.3
C 0.7 -0.8 -2.7
C 0.7 0.0 0.2
O -1.2 -0.4 1.6
H 0.1 0.2 0.1
H 0.2 -0.2 0.2
H 0.2 0.0 -0.1
H 0.9 0.5 0.0
H -0.1 0.4 0.1
H -0.2 -0.1 0.5
H 0.0 0.5 -0.2
H -1.0 -0.2 0.4
C -1.4 -0.8 0.2
C -1.1 -0.1 0.7
C -1.5 0.4 -0.6
O 3.6 0.4 -0.7
H 0.3 -0.1 -0.2
H 0.1 0.0 0.2
H -0.3 0.3 -0.2
H -0.2 0.0 0.3
H -0.3 0.2 0.0
H 0.3 -0.1 -0.2
H 0.0 -0.1 0.5
H 0.4 0.0 -0.2

As for the energy above the lowest of the compared OMol25 structures with the same formula, charge and spin: 160.5 kcal/mol. The lowest unoccupied orbital energy comes out at 0.23 eV. As for the HOMO energy: -8.073 eV. As for the orbital gap: 0.305 Ha. Its total charge is 0.

Mulliken atomic charge list, values in e, 2 entries: C -1.740; C 1.619